39
Properties=species:S:1:pos:R:3:mulliken_charge:R:1 method="wB97M-V/def2-TZVPD" relative_energy_kj_mol=377.6 e_homo_ha=-0.335 total_charge=0 smiles="CC(C)C[C@H](N)C(=O)N[C@@H](Cc1c[nH]cn1)C(=O)O" spin_multiplicity=1 e_lumo_ha=0.0119 homo_lumo_gap_ev=9.430
O 3.00 -3.18 1.31 -0.65
O 2.56 -3.61 -0.73 -0.44
O 0.28 -2.61 0.48 -0.59
N 2.79 2.94 -0.73 -0.02
N 3.90 1.71 0.69 -0.70
N 1.13 -1.31 -0.97 -0.29
N -2.58 -2.16 -0.67 -0.59
C -1.73 -0.20 0.39 -1.13
C -1.44 -1.22 -0.67 0.29
C 3.90 2.85 -0.01 -0.39
C 0.06 -1.74 -0.28 0.16
C -2.68 1.91 -0.42 -1.68
C 2.65 1.14 0.52 0.01
C 2.35 -1.28 -0.18 -0.47
C 2.43 -0.26 0.99 -0.14
C 1.95 1.96 -0.29 -0.26
C 2.58 -2.82 0.24 0.62
C -4.04 0.81 1.27 -1.46
C -3.01 0.56 0.21 1.04
H -3.64 1.53 2.00 0.34
H 2.21 -3.36 -1.50 0.36
H -2.07 1.97 -1.28 0.37
H 4.72 3.40 -0.33 0.37
H -1.39 -0.81 -1.73 0.20
H 1.46 -0.41 1.62 0.20
H -4.42 -0.04 1.95 0.33
H -3.57 0.08 -0.67 0.18
H 3.22 -1.05 -0.82 0.59
H -2.13 2.55 0.25 0.41
H -3.69 2.43 -0.65 0.34
H 1.03 -0.65 -1.59 0.28
H -2.90 -2.39 0.34 0.30
H 0.88 2.03 -0.50 0.56
H 2.49 3.73 -1.24 0.21
H -2.17 -2.92 -1.19 0.29
H -4.98 1.11 0.79 0.39
H 3.41 -0.42 1.51 0.35
H -1.69 -0.70 1.39 0.35
H -0.88 0.44 0.48 0.27

***

89
Properties=species:S:1:pos:R:3:mulliken_charge:R:1 method="wB97M-V/def2-TZVPD" e_homo_ha=-0.391 total_charge=+1 spin_multiplicity=1 e_lumo_ha=-0.0869 homo_lumo_gap_ev=8.272
F 0.37 -3.75 -1.48 -0.21
O -1.52 -4.32 7.71 -0.56
O 3.02 2.98 -6.13 -0.61
O -0.76 6.70 -5.35 -0.67
N -2.11 -6.25 6.74 -0.09
N 0.17 5.45 -6.97 -0.14
N -1.20 -0.90 -0.35 0.31
N 0.53 0.90 -0.43 -0.12
N 0.02 -2.53 -1.06 0.37
N 4.00 1.75 -7.71 -0.17
N -2.23 -3.13 -0.63 -0.58
C 0.02 1.83 -1.47 -0.05
C 0.75 -2.24 7.13 -1.12
C -1.19 -2.20 -0.66 0.22
C -1.56 -2.45 2.95 -0.24
C -2.28 0.00 0.11 -0.77
C -2.16 -5.36 7.76 0.82
C -1.59 -0.90 3.04 -0.01
C 0.65 -1.71 5.67 -0.42
C 1.25 4.80 -7.69 -0.72
C -3.28 -0.60 1.11 -0.69
C 0.86 -1.42 -1.04 -0.87
C 5.10 1.11 -8.41 -0.91
C 4.05 2.51 -6.59 0.82
C 0.36 -2.82 4.63 -0.77
C 0.23 4.26 -2.18 -0.28
C 0.09 -0.42 -0.59 -0.03
C 0.25 6.21 -5.85 0.76
C -1.14 -3.05 4.31 -0.85
C -2.79 -7.53 6.63 -0.91
C 1.61 6.42 -5.25 -1.19
C 5.39 2.75 -5.96 -1.39
C -3.04 -5.69 8.95 -1.40
C -2.93 -0.29 2.58 -1.52
C 0.95 3.04 -1.59 -0.80
C -0.93 4.79 -1.30 -1.37
H -0.77 5.35 -7.32 0.23
H -0.77 -0.44 2.48 0.28
H 5.27 3.37 -5.08 0.29
H 1.54 0.88 -0.44 0.47
H 1.05 3.73 -7.71 0.27
H -2.05 -8.32 6.52 0.30
H -2.74 0.46 -0.77 0.44
H -3.09 -2.66 -0.88 0.40
H 1.13 -3.27 7.10 0.28
H -2.32 -3.46 0.34 0.30
H 3.07 1.63 -8.08 0.24
H 5.14 1.48 -9.44 0.30
H -1.48 -0.65 4.10 0.20
H 1.43 3.27 -0.62 0.38
H 2.20 4.98 -7.22 0.22
H 2.05 5.46 -4.96 0.26
H -3.42 -7.52 5.74 0.29
H -1.77 0.83 0.63 0.50
H 4.93 0.03 -8.44 0.30
H -0.17 4.03 -3.17 0.23
H 5.84 1.80 -5.65 0.39
H 1.79 2.80 -2.26 0.38
H -1.08 5.86 -1.44 0.38
H 6.05 1.30 -7.93 0.35
H 0.79 -3.75 5.04 0.46
H 0.95 -2.60 3.73 0.39
H -3.02 0.78 2.81 0.45
H 2.27 6.93 -5.96 0.44
H -1.30 -4.13 4.31 0.11
H -2.97 -4.88 9.67 0.29
H -0.09 -0.90 5.68 0.19
H -1.88 4.31 -1.57 0.34
H 1.44 -1.58 7.66 0.40
H -3.45 -1.67 1.02 0.36
H 6.06 3.27 -6.66 0.38
H 0.96 5.07 -2.28 0.31
H 1.52 7.05 -4.36 0.28
H -2.54 -2.89 2.69 0.35
H -0.23 -2.26 7.62 0.21
H -0.10 1.33 -2.45 0.25
H -3.73 -0.76 3.18 0.47
H 1.90 -1.38 -1.34 0.48
H -0.75 4.63 -0.22 0.30
H -1.78 -2.62 5.10 0.46
H 1.62 -1.24 5.42 0.38
H -4.25 -0.12 0.92 0.37
H 1.27 5.18 -8.71 0.28
H -3.41 -7.73 7.50 0.35
H -4.07 -5.80 8.63 0.38
H -2.69 -6.61 9.42 0.39
H -0.81 -2.74 2.19 0.12
H -0.97 2.18 -1.14 0.10
H -1.50 -5.97 5.99 0.16

***

23
Properties=species:S:1:pos:R:3:mulliken_charge:R:1 method="wB97M-V/def2-TZVPD" e_homo_ha=-0.341 total_charge=0 spin_multiplicity=1 e_lumo_ha=-0.1225 homo_lumo_gap_ev=5.940
S 2.06 3.32 2.48 -0.18
S -4.00 0.88 -1.75 1.09
S -1.85 -0.44 -2.39 1.10
F -3.11 2.16 -2.06 -0.26
F -0.93 -1.50 -1.61 -0.23
O -2.22 -1.22 -3.55 -0.58
O -0.89 0.62 -2.61 -0.64
O -4.83 1.37 -0.66 -0.63
O -0.25 -3.40 1.10 -0.38
O -4.70 0.67 -2.99 -0.55
N 1.39 1.34 0.57 -0.70
N 1.77 -2.44 -0.23 -0.49
N -2.95 -0.21 -1.30 -0.29
N 1.38 0.11 0.08 0.49
C 0.71 -2.96 0.41 0.85
C 2.12 1.58 1.77 0.10
C 2.88 -1.07 1.83 -0.32
C 2.90 0.39 2.43 -0.09
C 1.97 -1.14 0.50 0.42
H 0.82 0.01 -0.82 0.33
H 0.81 3.32 3.13 0.22
H 3.43 -1.98 2.26 0.37
H 3.49 0.59 3.41 0.37